Formula: C5H9NO
Source: the OMol25 dataset
Level of theory: the ωB97M-V functional and the def2-TZVPD basis

Last column: Mulliken charge in e.
Element x y z (Å)
C 0.50957 2.18668 0.69975  -0.587
C -0.26259 1.12267 0.67023  -0.813
C -0.07370 -0.19505 -0.14351  1.513
C -1.29530 -0.30395 -1.07123  -1.419
O 1.20258 -0.14253 -0.77614  -0.518
N -0.13113 -1.26902 0.82415  -0.523
C 0.92382 -1.89477 1.06835  -0.290
H 0.58153 2.99950 1.37973  0.318
H 1.24802 2.31232 -0.15937  0.179
H -0.79359 1.07464 1.54695  0.359
H -1.23219 -1.20114 -1.59739  0.382
H -1.37324 0.53972 -1.88496  0.298
H -2.26090 -0.04130 -0.58497  0.332
H 1.32787 -1.10305 -0.89772  0.301
H 0.87510 -2.84195 1.80676  0.214
H 2.06823 -1.77809 0.82151  0.252

Cartesian forces (eV/Å) of the 6 atoms listed first:
2.32 0.06 -3.71
1.89 -0.55 0.03
-0.57 3.16 0.69
-0.36 3.40 -1.11
-1.22 -0.87 -0.31
0.07 -0.16 -0.44

Output
total charge	0
largest force on an atom	4.8	eV/Å
E	-8865.5909	eV
E_LUMO	0.9	eV
spin multiplicity	1
frontier orbital gap	10.819	eV

***

Formula: C4H8F2P
Source: the OMol25 dataset
Level of theory: the ωB97M-V functional and the def2-TZVPD basis

Last column: Mulliken charge in e.
Element x y z (Å)
C 1.75035 -2.41186 -0.60088  -0.509
C 0.84505 -1.56659 -1.04330  -0.160
C -0.64623 2.49663 0.73366  -1.020
C -0.99718 1.18880 -0.03199  -0.636
F -1.62185 -2.40784 0.44094  -0.329
F 0.89187 -0.29589 1.33565  -0.173
P 0.08941 -0.32422 -0.00874  0.872
H 1.89408 -3.34083 -1.03132  0.308
H 2.22606 -2.36035 0.34181  0.272
H 0.67948 -1.47548 -2.09266  0.335
H -0.46471 3.20036 0.04295  0.347
H -1.62908 2.79133 1.23282  0.298
H 0.08302 2.45153 1.45497  0.405
H -1.15410 1.39427 -1.02669  0.553
H -1.94616 0.66015 0.25277  0.438

Cartesian forces (eV/Å) of the 6 atoms listed first:
-0.19 0.12 1.91
-0.24 2.55 -0.58
-4.10 -2.48 1.20
-0.09 -1.58 1.79
1.22 1.79 -0.30
-0.64 0.00 -0.93

Output
total charge	+1
largest force on an atom	4.9	eV/Å
E	-18989.1330	eV
E_LUMO (alpha / beta)	-7.3 / -7.2	eV
spin multiplicity	1
frontier orbital gap (alpha / beta)	7.037 / 8.884	eV

***

Formula: C4H6N2O2
Source: the OMol25 dataset
Level of theory: the ωB97M-V functional and the def2-TZVPD basis

Last column: Mulliken charge in e.
Element x y z (Å)
C -0.05113 2.69326 -0.66922  -0.276
C -0.43922 0.06499 -0.16264  0.639
C -0.41252 -1.28472 0.48976  -0.675
C 0.49959 -2.28909 0.23063  0.181
H -0.18772 3.80148 -0.99450  0.268
H -0.91217 2.08277 -0.19194  0.295
H 1.57824 -0.02226 0.02906  0.271
H -1.74914 -1.68733 0.57917  0.327
H -0.40707 -1.16006 1.65710  0.290
H 0.11441 -3.22005 0.68982  0.310
N 1.03960 1.87244 -0.84367  -0.881
N 0.81221 0.59470 -0.43364  0.358
O -1.51112 0.71555 -0.23843  -0.604
O 1.62603 -2.16167 -0.14150  -0.502

Cartesian forces (eV/Å) of the 6 atoms listed first:
1.71 -2.22 0.12
-0.24 1.97 0.64
-7.41 2.07 2.76
1.03 -3.04 1.22
1.27 -2.22 0.38
1.15 2.56 -0.98

Output
total charge	0
largest force on an atom	8.2	eV/Å
E	-11315.9020	eV
E_LUMO	0.3	eV
spin multiplicity	1
frontier orbital gap	9.144	eV

***

Formula: C23H53NO13
Source: the OMol25 dataset
Level of theory: the ωB97M-V functional and the def2-TZVPD basis

Last column: Mulliken charge in e.
Element x y z (Å)
N -1.54665 2.90506 1.76911  -0.498
C -0.50447 2.86729 1.28017  0.556
O 0.66992 2.82927 0.72201  -0.325
C 1.47874 1.67413 1.09244  -0.183
O 2.81735 2.06108 1.13602  -0.303
C 3.17224 3.13615 0.36375  0.281
O 3.76572 4.06333 0.80957  -0.473
H 1.30267 0.88863 0.36186  0.232
H 1.19668 1.34231 2.08455  0.427
H 2.92715 3.05949 -0.70000  0.286
C 0.25250 -2.59982 -1.34089  -0.763
O 0.07708 -1.20601 -1.13566  -0.326
C 0.20573 -0.44370 -2.32592  -0.303
C -1.13861 -0.05021 -2.89540  -0.605
O -1.87608 -1.17613 -3.32922  -0.407
C -2.87507 -1.58997 -2.41043  -0.755
H -0.08464 -3.10676 -0.43846  0.276
H -0.33518 -2.95663 -2.18900  0.327
H 1.30795 -2.84056 -1.50516  0.291
H 0.78353 -0.99631 -3.07256  0.291
H 0.76142 0.46861 -2.07872  0.299
H -0.97692 0.59565 -3.76427  0.397
H -1.70667 0.51858 -2.15189  0.305
H -3.71904 -0.89205 -2.41482  0.360
H -2.47993 -1.66845 -1.39529  0.314
H -3.23195 -2.56756 -2.72418  0.270
C -0.46046 1.85644 7.61285  -0.748
O 0.06122 1.92947 6.29993  -0.370
C -0.72206 2.72242 5.41987  -0.440
C -0.13817 4.10224 5.22590  -0.386
O -0.16345 4.86471 6.42182  -0.401
C 1.08200 4.91166 7.09137  -0.725
H 0.30756 1.41348 8.24463  0.246
H -0.71406 2.84563 8.00135  0.322
H -1.35136 1.21924 7.64278  0.322
H -1.75093 2.79841 5.78330  0.322
H -0.74677 2.21395 4.45204  0.304
H -0.73885 4.63413 4.48260  0.328
H 0.88543 4.02522 4.84385  0.318
H 1.78647 5.55986 6.55852  0.320
H 1.52058 3.91654 7.19742  0.320
H 0.90398 5.32788 8.08141  0.250
C 0.86743 7.71020 -3.62546  -0.712
O 1.94589 8.00754 -2.75953  -0.380
C 2.01285 7.16269 -1.62194  -0.608
C 3.05373 6.07913 -1.77464  -0.021
O 2.71780 5.15921 -2.80987  -0.275
C 3.40847 5.39301 -4.02353  -0.824
H 1.02951 8.26301 -4.54902  0.246
H 0.81557 6.64278 -3.85419  0.304
H -0.08408 8.03033 -3.18671  0.322
H 1.03395 6.71615 -1.41987  0.339
H 2.28194 7.78751 -0.76530  0.375
H 3.10839 5.50352 -0.85170  0.038
H 4.03670 6.52171 -1.96001  0.325
H 4.45824 5.09166 -3.93866  0.319
H 3.36012 6.44428 -4.31555  0.343
H 2.93115 4.78896 -4.79341  0.248
C -5.96954 -2.15574 -0.20820  -0.898
O -5.19977 -3.20988 -0.75911  -0.218
C -4.98017 -4.28262 0.14190  -0.471
C -5.90404 -5.44775 -0.12912  -0.584
O -7.26003 -5.11744 0.11514  -0.374
C -7.99588 -4.82883 -1.05912  -0.676
H -6.26019 -1.50199 -1.02876  0.246
H -6.86956 -2.52987 0.28473  0.436
H -5.37837 -1.57724 0.51011  0.316
H -5.09664 -3.94423 1.17579  0.351
H -3.94550 -4.61539 0.01015  0.355
H -5.63993 -6.27026 0.54252  0.375
H -5.77355 -5.79590 -1.15856  0.327
H -8.20283 -5.74461 -1.62350  0.323
H -7.46680 -4.12222 -1.70282  0.265
H -8.94137 -4.38724 -0.74994  0.244
C 4.33042 -4.27864 -1.10601  -0.854
O 3.33646 -4.88099 -1.91488  -0.261
C 3.86308 -5.72550 -2.92586  -0.537
C 3.77419 -7.18568 -2.54650  -0.516
O 4.59342 -7.49496 -1.43230  -0.377
C 3.88265 -7.59038 -0.21201  -0.649
H 3.82827 -3.84015 -0.24502  0.232
H 5.06269 -5.00964 -0.75617  0.430
H 4.84854 -3.48366 -1.65384  0.312
H 4.90105 -5.45808 -3.14527  0.347
H 3.27273 -5.55994 -3.83225  0.370
H 4.12323 -7.79003 -3.38914  0.363
H 2.73322 -7.45624 -2.34407  0.327
H 3.29200 -8.51224 -0.17679  0.321
H 3.22064 -6.73402 -0.06311  0.245
H 4.61691 -7.61462 0.59100  0.244

Cartesian forces (eV/Å) of the 6 atoms listed first:
0.03 0.04 -0.01
0.45 -0.07 -0.19
-0.38 -0.05 0.30
0.02 -0.33 -0.23
-0.19 0.48 0.42
0.33 0.31 -0.27

Output
total charge	0
largest force on an atom	0.7	eV/Å
E	-52809.7787	eV
E_LUMO	0.4	eV
spin multiplicity	1
frontier orbital gap	9.545	eV